[1]
Below is 2 unconnected molecules or ions with the total composition C2H4S3, with properties calculated with wB97M-V/def2-TZVPD.

Molecular weight   124.255 g mol⁻¹
SMILES string   S=C1CS1.S
Relative energy (zero: lowest compared OMol25 entry of this formula, charge and spin)   186.2 kJ/mol

Positions of all 9 atoms, in Å:
1 S -1.726 -1.112 -1.708
2 C -1.779 -0.426 -0.284
3 C -1.666 0.738 0.544
4 S -1.942 -0.815 1.428
5 H -0.600 1.326 0.696
6 H -2.518 1.489 0.561
7 S 1.250 -1.616 0.244
8 H 0.397 -2.465 0.540
9 H 2.198 -2.042 1.285

Forces on the atoms, in the same order (eV/Å):
S -0.02 -0.01 -0.37
C 0.06 -0.50 0.78
C 1.56 3.64 0.54
S -0.27 -0.16 -0.28
H -2.63 -1.84 -0.52
H 1.02 -1.08 -0.08
S 4.26 1.67 0.78
H -2.25 -2.37 0.91
H -1.72 0.66 -1.77



[2]
Below is 11 unconnected molecules or ions with the total composition C24H70O20, with properties calculated with wB97M-V/def2-TZVPD.

Molecular weight   678.804 g mol⁻¹
SMILES string   CC(C)O.CC(C)O.OCCO.OCCO.OCCO.OCCO.OCCO.OCCO.OCCO.OCCO.OCCO
Relative energy (zero: lowest compared OMol25 entry of this formula, charge and spin)   138.9 kJ/mol

Positions of all 114 atoms, in Å:
1 C -20.235 11.558 6.039
2 C -18.798 11.238 5.736
3 C -18.507 9.794 5.298
4 O -18.406 12.113 4.709
5 H -20.536 10.953 6.895
6 H -20.923 11.407 5.208
7 H -20.255 12.584 6.407
8 H -18.178 11.518 6.588
9 H -18.496 9.002 6.046
10 H -17.501 9.642 4.908
11 H -19.165 9.469 4.491
12 H -17.608 11.883 4.228
13 C -20.262 7.231 9.105
14 C -19.010 6.603 8.630
15 C -19.195 5.122 8.880
16 O -18.983 6.811 7.210
17 H -20.251 8.312 8.968
18 H -20.302 7.034 10.177
19 H -21.123 6.720 8.675
20 H -18.125 7.095 9.036
21 H -19.885 4.712 8.143
22 H -19.521 4.949 9.905
23 H -18.213 4.670 8.741
24 H -18.083 6.650 6.918
25 O -23.297 10.848 10.687
26 C -23.846 11.059 9.387
27 C -23.152 10.163 8.421
28 O -23.681 10.226 7.106
29 H -22.536 11.425 10.780
30 H -24.914 10.852 9.452
31 H -23.833 12.106 9.084
32 H -23.005 9.146 8.785
33 H -22.122 10.519 8.429
34 H -23.609 11.121 6.766
35 O -13.259 13.053 5.436
36 C -14.307 13.692 6.150
37 C -15.142 12.534 6.838
38 O -14.480 12.001 7.917
39 H -12.675 12.677 6.099
40 H -13.953 14.424 6.876
41 H -14.920 14.309 5.494
42 H -15.287 11.807 6.039
43 H -16.115 12.900 7.164
44 H -13.639 11.639 7.630
45 O -14.632 8.574 9.088
46 C -15.486 8.409 7.936
47 C -15.334 6.994 7.377
48 O -16.279 6.788 6.341
49 H -14.876 9.429 9.452
50 H -16.516 8.664 8.186
51 H -15.108 9.171 7.253
52 H -15.444 6.367 8.262
53 H -14.357 6.789 6.940
54 H -16.051 6.009 5.828
55 O -19.160 7.841 0.794
56 C -19.625 6.973 1.870
57 C -18.447 6.767 2.888
58 O -17.342 6.095 2.328
59 H -18.657 7.341 0.147
60 H -20.439 7.590 2.252
61 H -20.060 6.065 1.453
62 H -18.816 6.236 3.765
63 H -18.110 7.747 3.225
64 H -16.896 6.641 1.676
65 O -21.216 6.378 5.641
66 C -22.005 7.568 5.543
67 C -23.146 7.364 4.544
68 O -24.105 6.458 5.010
69 H -20.404 6.566 6.118
70 H -22.416 7.887 6.501
71 H -21.245 8.299 5.269
72 H -22.876 7.178 3.505
73 H -23.593 8.357 4.590
74 H -24.549 6.936 5.713
75 O -20.841 12.378 9.762
76 C -21.141 13.689 9.417
77 C -21.526 14.520 10.663
78 O -20.517 14.473 11.706
79 H -19.908 12.215 9.602
80 H -20.226 14.077 8.969
81 H -21.995 13.777 8.745
82 H -22.542 14.229 10.930
83 H -21.576 15.580 10.415
84 H -20.544 13.565 12.016
85 O -21.680 12.589 -0.396
86 C -20.612 12.171 0.446
87 C -21.015 11.234 1.613
88 O -21.353 9.898 1.124
89 H -21.657 13.548 -0.355
90 H -19.857 11.661 -0.151
91 H -20.225 13.087 0.892
92 H -21.901 11.581 2.143
93 H -20.270 11.107 2.399
94 H -20.551 9.397 0.956
95 O -20.148 13.935 3.722
96 C -19.201 14.815 3.242
97 C -18.521 15.507 4.461
98 O -17.624 14.744 5.241
99 H -19.658 13.318 4.271
100 H -18.442 14.235 2.715
101 H -19.674 15.609 2.664
102 H -19.249 15.958 5.135
103 H -17.769 16.200 4.083
104 H -17.980 13.853 5.258
105 O -16.145 12.284 0.396
106 C -17.181 11.365 0.886
107 C -16.743 10.575 2.060
108 O -16.355 11.470 3.113
109 H -16.510 13.168 0.312
110 H -18.109 11.845 1.199
111 H -17.489 10.696 0.082
112 H -15.889 9.925 1.868
113 H -17.553 9.930 2.399
114 H -15.706 12.024 2.673

Forces on the atoms, in the same order (eV/Å):
C 0.11 -0.18 0.97
C 0.76 -1.11 -0.32
C 0.29 -0.47 -0.06
O -0.78 1.08 -0.43
H -0.26 -0.20 -0.09
H 0.14 0.01 -0.04
H -0.32 0.23 -0.26
H -0.01 -0.37 0.51
H -0.71 0.32 0.52
H 0.31 0.69 -0.20
H -0.33 0.15 0.00
H 0.73 -0.45 -0.26
C -0.27 0.78 1.19
C -1.18 -0.34 -1.21
C 1.58 -0.12 0.22
O 0.22 0.32 0.00
H -0.37 0.01 -0.22
H -0.23 0.24 0.18
H -0.05 0.34 -0.27
H 0.12 -0.37 0.43
H -0.08 0.10 0.18
H -0.04 -0.21 -0.10
H -0.07 -0.58 0.03
H 0.48 0.00 -0.44
O -0.33 0.32 -0.14
C -1.04 -0.29 1.09
C 1.42 0.68 -0.55
O -0.26 -0.71 0.06
H 0.31 -0.04 -0.09
H -0.08 -0.37 0.04
H 0.48 0.23 -0.13
H -0.93 -0.19 -0.23
H 0.38 0.15 -0.25
H 0.10 0.09 0.10
O 0.14 0.42 -0.10
C -1.18 -0.84 0.70
C -0.13 2.16 -1.92
O 0.58 -0.70 1.40
H 0.31 0.06 -0.13
H 0.34 -0.26 0.40
H -0.06 -0.55 -0.46
H -0.20 -0.25 -0.10
H 0.04 0.04 0.15
H 0.04 -0.18 0.03
O -0.58 -0.72 -0.17
C 1.27 0.81 -0.20
C 0.43 0.48 0.42
O -0.74 0.10 0.22
H 0.17 0.13 0.15
H -0.23 -0.36 -0.08
H -0.43 -0.12 -0.67
H -0.31 -0.60 -0.16
H 0.30 0.39 0.38
H 0.13 -0.07 0.00
O 0.10 -0.19 0.20
C 0.99 0.99 -0.13
C -1.19 0.59 -0.74
O 0.01 -0.78 0.04
H -0.07 -0.15 -0.05
H 0.02 -0.37 0.69
H 0.29 -0.20 0.17
H 0.14 -0.29 -0.11
H -0.22 0.24 0.07
H -0.15 0.24 0.06
O -0.88 -0.55 -0.14
C 1.45 -1.29 -0.60
C 0.45 1.89 0.85
O -0.19 -0.56 0.00
H 0.26 0.12 0.37
H -0.23 -0.15 0.21
H -0.65 0.89 -0.51
H 0.24 -0.41 0.26
H -0.25 0.39 -0.63
H -0.25 -0.29 0.16
O -0.34 -1.45 0.43
C 0.57 1.78 0.66
C 1.15 0.39 -0.35
O -1.31 -0.41 -0.87
H -0.12 -0.06 0.09
H -0.30 0.63 -0.29
H 0.09 -0.33 -0.38
H 0.06 -0.25 0.77
H -0.07 -0.05 -0.31
H 0.25 -0.17 0.26
O -0.06 -0.27 0.18
C -0.21 -0.03 1.10
C -0.66 -1.25 -0.94
O -0.26 1.00 0.40
H -0.32 -0.07 -0.19
H 0.08 0.06 -0.09
H 0.61 -0.13 0.20
H -0.11 0.21 -0.32
H 0.58 0.46 -0.20
H 0.34 -0.01 -0.18
O -1.66 -0.33 -0.10
C 1.11 0.71 1.97
C 1.25 0.77 -1.02
O -0.18 -1.03 0.21
H -0.01 -0.63 -0.05
H 0.32 0.36 -0.61
H 0.05 -0.24 -0.31
H -0.28 0.27 -0.35
H -0.80 1.02 -0.35
H 0.17 -0.65 0.28
O -0.82 -1.05 0.88
C -0.24 0.51 -1.09
C 0.85 -0.26 0.66
O -0.18 -0.46 -0.15
H -0.15 -0.02 0.02
H 0.21 0.69 -0.10
H 0.23 -0.10 -0.20
H 0.10 -0.08 -0.31
H -0.13 0.18 0.10
H 0.30 0.51 0.22



[3]
Below is 2 unconnected molecules or ions with the total composition C3H8O2, with properties calculated with wB97M-V/def2-TZVPD.

Molecular weight   76.095 g mol⁻¹
SMILES string   CC(C)=O.O
Relative energy (zero: lowest compared OMol25 entry of this formula, charge and spin)   29.7 kJ/mol

Positions of all 13 atoms, in Å:
1 C 0.635 -1.464 -1.193
2 C 0.120 -0.230 -0.502
3 C 0.038 -0.300 1.001
4 O -0.110 0.793 -1.124
5 H -0.193 -2.175 -1.277
6 H 1.421 -1.946 -0.601
7 H 1.007 -1.207 -2.185
8 H 1.063 -0.086 1.310
9 H -0.602 0.483 1.409
10 H -0.227 -1.290 1.384
11 O -0.830 2.627 0.889
12 H -0.531 2.175 0.079
13 H -1.790 2.621 0.810

Forces on the atoms, in the same order (eV/Å):
C -0.03 -0.04 -0.09
C 0.25 0.14 -0.04
C -0.16 0.07 -0.04
O -0.05 -0.38 0.22
H 0.10 0.01 -0.05
H -0.15 0.10 -0.08
H -0.09 -0.09 0.07
H 0.10 -0.02 0.28
H 0.14 -0.21 -0.05
H 0.04 0.11 -0.20
O -0.16 0.12 -0.09
H -0.05 0.06 0.04
H 0.06 0.12 0.03



[4]
Below is 2 unconnected molecules or ions with the total composition C2H3NO2, with properties calculated with wB97M-V/def2-TZVPD.

Molecular weight   73.051 g mol⁻¹
Relative energy (zero: lowest compared OMol25 entry of this formula, charge and spin)   882.8 kJ/mol

Positions of all 8 atoms, in Å:
1 C 0.527 1.675 -0.258
2 C -0.911 -0.300 -0.497
3 N -0.169 0.695 -0.318
4 O -1.709 -1.151 0.287
5 O -2.195 -0.560 -0.897
6 H 1.626 1.890 -0.277
7 H 1.653 -1.374 1.034
8 H 1.177 -0.875 0.926

Forces on the atoms, in the same order (eV/Å):
C 1.20 1.34 1.43
C -1.64 -1.79 0.54
N -0.42 -0.17 -0.49
O 2.01 0.07 2.07
O -0.18 1.43 -2.84
H -1.13 -0.76 -0.83
H 1.26 -1.30 0.31
H -1.10 1.17 -0.19



Q: Among the records above, which one has the lowest molecular weight?
A: C2H3NO2



Q: Which of these has the highest relative energy (zero: lowest compared OMol25 entry of this formula, charge and spin)?
A: C2H3NO2



Please write out number 4 again, unchanged.
Below is 2 unconnected molecules or ions with the total composition C2H3NO2, with properties calculated with wB97M-V/def2-TZVPD.

Molecular weight   73.051 g mol⁻¹
Relative energy (zero: lowest compared OMol25 entry of this formula, charge and spin)   882.8 kJ/mol

Positions of all 8 atoms, in Å:
1 C 0.527 1.675 -0.258
2 C -0.911 -0.300 -0.497
3 N -0.169 0.695 -0.318
4 O -1.709 -1.151 0.287
5 O -2.195 -0.560 -0.897
6 H 1.626 1.890 -0.277
7 H 1.653 -1.374 1.034
8 H 1.177 -0.875 0.926

Forces on the atoms, in the same order (eV/Å):
C 1.20 1.34 1.43
C -1.64 -1.79 0.54
N -0.42 -0.17 -0.49
O 2.01 0.07 2.07
O -0.18 1.43 -2.84
H -1.13 -0.76 -0.83
H 1.26 -1.30 0.31
H -1.10 1.17 -0.19



Q: Among the records above, which one has the lowest molecular weight?
A: C2H3NO2